Entry 1:
Entry from the OMol25 dataset: a 16-piece molecular cluster, C85H145N12O27 overall in a non-equilibrium geometry (wB97M-V/def2-TZVPD).

Last column: Mulliken charge in e.
Element x y z (Å)
C -0.653 5.267 -5.398  -0.806
N -1.977 4.949 -4.605  0.367
C -3.007 6.034 -5.077  -0.813
C -2.436 3.527 -5.009  -0.699
C -1.597 5.085 -3.065  0.891
C -2.804 5.117 -2.117  -1.299
O -3.417 3.838 -1.981  0.217
H -0.350 6.310 -5.300  0.377
H -0.855 5.000 -6.435  0.378
H 0.114 4.572 -5.057  0.185
H -3.895 5.895 -4.460  0.255
H -3.128 5.936 -6.156  0.387
H -2.501 6.974 -4.859  0.386
H -2.408 3.428 -6.094  0.467
H -3.447 3.345 -4.644  0.324
H -1.721 2.773 -4.679  0.064
H -0.959 5.939 -2.837  0.264
H -0.982 4.214 -2.839  -0.613
H -3.534 5.862 -2.436  0.354
H -2.457 5.133 -1.084  0.482
H -3.808 3.704 -1.115  -0.340
C 2.374 6.674 -1.849  -0.687
N 2.796 5.238 -1.602  0.474
C 4.064 5.381 -0.741  -0.975
C 1.702 4.492 -0.805  0.207
C 3.048 4.541 -2.978  0.246
C 3.896 3.271 -3.051  -1.159
O 3.570 2.341 -2.012  0.185
H 2.451 7.256 -0.930  0.387
H 1.332 6.587 -2.154  0.084
H 3.062 7.114 -2.571  0.418
H 4.804 6.053 -1.177  0.432
H 4.365 4.337 -0.658  0.104
H 3.898 5.754 0.269  0.485
H 1.432 5.144 0.027  0.666
H 2.202 3.668 -0.295  -0.309
H 0.845 4.101 -1.353  -0.521
H 3.612 5.226 -3.611  0.518
H 2.080 4.315 -3.426  -0.249
H 4.944 3.534 -2.915  0.405
H 3.805 2.746 -4.002  0.487
H 2.787 1.901 -2.350  -0.253
C 1.920 -2.497 -5.906  -0.873
N 1.475 -3.005 -4.522  0.483
C -0.087 -3.144 -4.529  -0.547
C 2.122 -4.331 -4.340  -0.800
C 1.909 -1.996 -3.451  1.271
C 3.423 -1.559 -3.394  0.135
O 4.371 -2.612 -3.080  -0.563
H 2.969 -2.200 -5.905  0.336
H 1.369 -1.570 -6.062  0.196
H 1.518 -3.209 -6.627  0.424
H -0.487 -2.174 -4.825  0.104
H -0.381 -3.416 -3.515  0.189
H -0.407 -3.751 -5.376  0.359
H 1.773 -5.146 -4.975  0.444
H 1.877 -4.625 -3.319  0.151
H 3.200 -4.247 -4.471  0.359
H 1.686 -2.511 -2.517  -0.699
H 1.268 -1.129 -3.612  -0.360
H 3.562 -0.943 -2.506  -0.559
H 3.707 -0.866 -4.187  0.497
H 4.697 -2.530 -2.181  0.306
C -2.651 -1.867 -9.989  -0.941
N -3.212 -1.210 -8.844  0.038
C -2.360 -0.669 -7.926  -0.221
C -2.941 0.023 -6.868  -0.564
C -4.326 0.086 -6.683  0.148
C -5.089 -0.453 -7.687  -0.559
C -4.515 -1.078 -8.759  -0.557
C -4.930 0.808 -5.502  1.212
C -6.033 1.638 -5.679  -0.656
C -6.599 2.255 -4.589  -0.854
N -6.161 2.052 -3.331  0.513
C -5.006 1.342 -3.138  -0.332
C -4.357 0.738 -4.180  -0.551
C -6.866 2.718 -2.158  -0.838
H -2.949 -1.281 -10.859  0.410
H -2.992 -2.902 -9.948  0.368
H -1.584 -1.669 -9.897  0.282
H -1.322 -0.949 -8.028  0.416
H -2.276 0.318 -6.070  0.372
H -6.164 -0.388 -7.602  0.622
H -5.150 -1.488 -9.530  0.474
H -6.481 1.542 -6.657  0.638
H -7.527 2.804 -4.651  0.595
H -4.655 1.246 -2.121  0.047
H -3.473 0.145 -3.996  0.755
H -6.716 3.795 -2.219  0.346
H -6.464 2.234 -1.268  0.236
H -7.921 2.452 -2.234  0.430
C 12.194 7.492 -0.283  -0.996
N 11.258 6.472 0.029  -0.028
C 11.621 5.197 0.142  -0.214
C 10.662 4.225 0.472  -0.656
C 9.269 4.617 0.649  0.848
C 9.002 5.996 0.663  -0.731
C 10.029 6.899 0.281  -0.268
C 8.088 3.588 0.791  0.888
C 6.855 3.982 1.409  -1.135
C 5.774 3.061 1.310  -0.235
N 5.809 1.847 0.716  0.444
C 6.998 1.452 0.111  -0.235
C 8.060 2.379 0.078  -0.997
C 4.610 0.930 0.580  -0.666
H 12.647 7.757 0.672  0.375
H 11.684 8.292 -0.819  0.407
H 12.953 7.111 -0.966  0.385
H 12.679 5.000 0.043  0.471
H 10.884 3.188 0.678  0.525
H 8.019 6.424 0.797  0.322
H 9.880 7.966 0.365  0.447
H 6.743 4.910 1.951  0.694
H 4.824 3.320 1.754  0.721
H 6.922 0.490 -0.373  0.524
H 8.976 2.172 -0.456  0.520
H 4.816 0.195 -0.198  0.060
H 3.732 1.506 0.288  -0.182
H 4.420 0.432 1.530  0.669
C 2.836 0.302 6.915  -1.233
N 1.534 1.074 6.890  0.241
C 0.929 1.431 8.011  -0.571
C -0.325 2.155 7.922  -0.439
C -0.824 2.527 6.730  0.396
C -0.158 2.147 5.565  -0.654
C 1.020 1.439 5.726  0.152
C -2.159 3.161 6.662  0.209
C -2.349 4.488 7.073  -0.587
C -3.617 5.028 7.025  -0.467
N -4.666 4.338 6.487  0.135
C -4.455 3.131 5.895  -0.154
C -3.233 2.505 6.003  -0.735
C -6.078 4.894 6.484  -0.931
H 2.568 -0.634 7.406  0.551
H 3.550 0.832 7.545  0.424
H 3.114 0.160 5.871  0.244
H 1.407 1.198 8.951  0.510
H -0.693 2.424 8.901  0.524
H -0.541 2.411 4.591  0.887
H 1.650 1.206 4.881  -0.191
H -1.515 5.094 7.394  0.545
H -3.822 6.037 7.351  0.478
H -5.263 2.734 5.298  0.354
H -3.117 1.523 5.569  0.912
H -6.025 5.885 6.034  0.399
H -6.466 4.968 7.499  0.362
H -6.724 4.288 5.849  0.303
C -1.852 0.099 -0.743  -0.347
C -1.094 0.789 0.380  2.275
C -1.975 0.705 1.690  -0.425
C -1.851 -0.680 2.355  -0.581
C -0.366 -1.083 2.632  0.683
C 0.516 -1.095 1.390  1.469
N 0.244 0.163 0.527  0.915
O 1.212 0.366 -0.515  0.582
C 0.142 -2.368 0.435  -0.612
C 1.983 -1.194 1.791  0.171
C -0.898 2.338 0.142  -0.995
H -2.089 -0.934 -0.493  0.016
H -1.236 0.264 -1.628  0.032
H -2.849 0.536 -0.801  -0.736
H -2.988 0.993 1.410  -0.277
H -1.667 1.539 2.320  0.082
H -2.368 -1.411 1.733  -0.777
H -2.389 -0.722 3.302  1.007
H -0.238 -1.999 3.209  0.515
H -0.028 -0.310 3.322  -1.005
H 0.314 -3.249 1.052  -0.233
H 0.667 -2.322 -0.519  -0.263
H -0.933 -2.374 0.255  0.242
H 2.270 -0.485 2.568  -0.203
H 2.667 -1.037 0.957  -0.187
H 2.134 -2.193 2.200  -0.568
H -1.859 2.845 0.050  -0.050
H -0.459 2.525 -0.837  -0.366
H -0.302 2.803 0.928  0.583
C -6.853 -3.874 0.458  -1.877
C -5.850 -3.996 1.607  1.813
C -6.513 -4.775 2.750  -1.638
C -5.725 -5.189 3.942  -0.492
C -4.589 -6.095 3.464  -1.311
C -3.791 -5.643 2.213  1.284
N -4.687 -4.953 1.190  0.795
O -4.413 -4.920 -0.212  -0.293
C -3.125 -6.934 1.664  -1.404
C -2.680 -4.599 2.650  -1.671
C -5.415 -2.598 1.967  -1.539
H -6.384 -3.311 -0.348  0.328
H -7.780 -3.446 0.841  0.492
H -7.035 -4.905 0.155  0.534
H -6.960 -5.664 2.306  0.350
H -7.279 -4.048 3.021  0.539
H -6.392 -5.686 4.647  0.464
H -5.408 -4.259 4.413  0.283
H -4.988 -7.071 3.185  0.457
H -3.828 -6.278 4.223  0.480
H -3.832 -7.707 1.365  0.548
H -2.450 -7.336 2.420  0.357
H -2.492 -6.693 0.810  0.073
H -2.046 -4.409 1.784  0.164
H -2.008 -5.006 3.405  0.562
H -3.036 -3.650 3.052  0.571
H -4.803 -2.396 2.846  0.214
H -6.300 -1.998 2.175  0.530
H -4.916 -2.216 1.076  0.181
C 5.116 -6.582 0.582  -1.784
C 3.606 -6.632 0.339  1.363
C 3.141 -8.036 0.748  -1.076
C 3.229 -8.290 2.219  -0.805
C 2.312 -7.416 3.013  -0.892
C 2.574 -5.911 2.755  1.733
N 2.892 -5.686 1.282  0.725
O 2.733 -4.381 0.778  0.014
C 3.640 -5.230 3.658  -1.374
C 1.273 -5.219 3.216  -1.117
C 3.370 -6.431 -1.187  -1.701
H 5.644 -7.267 -0.082  0.481
H 5.416 -6.866 1.591  0.397
H 5.544 -5.623 0.288  0.377
H 3.807 -8.694 0.191  0.498
H 2.127 -8.204 0.384  0.205
H 4.272 -8.329 2.534  0.336
H 2.824 -9.294 2.341  0.436
H 2.434 -7.552 4.087  0.569
H 1.296 -7.616 2.672  0.298
H 4.635 -5.314 3.222  0.291
H 3.661 -5.534 4.705  0.309
H 3.525 -4.148 3.726  0.190
H 1.003 -5.332 4.265  0.626
H 0.457 -5.455 2.534  0.159
H 1.349 -4.132 3.197  -0.607
H 4.112 -7.022 -1.724  0.573
H 3.493 -5.398 -1.511  0.346
H 2.375 -6.758 -1.489  0.281
O -6.977 0.148 5.332  -0.527
C -5.732 -0.330 5.178  0.641
O -5.476 -1.356 5.869  -0.823
O -5.014 0.206 4.334  -0.379
H -7.100 -0.597 5.925  0.286
O 1.123 2.119 -5.538  -0.575
C 0.613 1.418 -4.469  -0.070
O 0.991 1.750 -3.299  0.228
O -0.231 0.552 -4.698  -0.392
H 0.600 1.556 -6.115  0.382
O -4.466 3.100 2.524  -0.447
C -4.780 3.081 1.207  0.447
O -4.776 4.079 0.526  -0.789
O -5.126 1.972 0.704  -0.619
H -4.369 2.177 2.767  0.317
O 1.797 -3.586 6.614  -0.544
C 2.045 -2.575 5.778  0.784
O 3.198 -2.350 5.445  -0.749
O 1.100 -1.889 5.380  -0.709
H 2.629 -4.052 6.498  0.338
O -5.299 -0.658 -0.862  -0.059
C -6.382 -1.035 -1.557  0.674
O -7.446 -0.361 -1.472  -0.743
O -6.341 -2.018 -2.321  -0.777
H -5.606 0.108 -0.370  0.135
O -0.670 -6.948 -1.785  -0.572
C -0.294 -6.035 -0.950  0.475
O -0.204 -4.878 -1.319  -0.560
O -0.079 -6.418 0.222  -0.511
H -0.839 -7.684 -1.192  0.352
O 3.575 2.428 3.582  -0.478
C 2.489 2.941 2.966  0.226
O 2.392 4.159 2.752  -0.805
O 1.651 2.210 2.480  -0.196
H 4.022 3.259 3.756  0.361

## Properties
**E_LUMO**: -11.181 eV
**HOMO-LUMO gap**: 2.0 eV
**Total charge**: +5
**Total energy**: -163599.4506 eV
**Multiplicity**: 1
**E_HOMO**: -0.4856 Eh

=====

Entry 2:
Entry from the OMol25 dataset: C11H13AuN6S as an isolated structure (wB97M-V/def2-TZVPD).

Last column: Mulliken charge in e.
Element x y z (Å)
Au 0.791 0.228 -0.245  1.021
C -0.582 -2.687 2.531  -1.419
C -0.401 -1.663 1.473  1.233
N 0.755 -1.161 1.174  0.430
N 1.883 -1.529 1.833  -1.197
C 2.955 -0.896 1.461  0.763
N 4.122 -1.171 2.028  -0.371
S 3.006 0.366 0.199  -0.377
C -1.545 -1.133 0.704  0.497
C -2.837 -1.578 0.884  -0.470
C -3.860 -1.018 0.120  -0.466
C -3.559 -0.028 -0.795  -0.768
C -2.241 0.383 -0.925  0.013
N -1.267 -0.159 -0.200  -0.632
H 0.359 -2.912 3.018  0.355
H -0.987 -3.602 2.093  0.397
H -1.299 -2.325 3.271  0.401
H 4.179 -1.907 2.717  0.248
H 4.967 -0.686 1.777  0.193
H -3.050 -2.347 1.612  0.404
H -4.879 -1.356 0.251  0.457
H -4.324 0.431 -1.406  0.425
H -1.962 1.166 -1.617  0.475
N 1.414 2.953 -1.274  0.029
C 1.428 3.763 -2.338  0.007
C 0.913 3.057 -3.408  -0.724
C 0.602 1.802 -2.903  -0.350
N 0.901 1.746 -1.601  -0.238
H 1.726 3.148 -0.335  0.248
H 1.798 4.772 -2.263  0.475
H 0.788 3.404 -4.418  0.418
H 0.207 0.940 -3.417  0.524

## Properties
**E_LUMO**: -8.079 eV
**HOMO-LUMO gap**: 7.4 eV
**Total charge**: +2
**Total energy**: -35070.5366 eV
**Multiplicity**: 1
**E_HOMO**: -0.5693 Eh
**ΔE to the lowest compared entry with this formula, charge and spin**: 0.0 kcal/mol

=====

Entry 3:
Entry from the OMol25 dataset: one molecule with the formula C5H8O2 in a non-equilibrium geometry (wB97M-V/def2-TZVPD).

Last column: Mulliken charge in e.
Element x y z (Å)
O -0.706 -0.472 -2.378  -0.497
C -1.318 -0.319 -1.150  0.125
C -0.316 -1.229 -0.031  -0.984
C 0.008 0.190 0.362  1.156
C 1.309 0.906 0.409  -0.869
C 0.409 0.822 1.631  -0.703
O -1.024 0.806 -0.372  -0.421
H 0.069 -0.984 -2.132  0.331
H -2.399 -0.183 -1.406  0.308
H 0.613 -1.793 -0.322  0.346
H -0.760 -1.840 0.765  0.225
H 2.244 0.354 0.403  0.266
H 1.320 1.849 -0.132  0.224
H 0.714 0.187 2.456  0.248
H -0.163 1.705 1.898  0.245

## Properties
**E_LUMO**: 0.977 eV
**HOMO-LUMO gap**: 10.4 eV
**SMILES**: O[C@H]1CC2(CC2)O1
**Total energy**: -9406.6399 eV
**Multiplicity**: 1
**E_HOMO**: -0.3480 Eh
**ΔE to the lowest compared entry with this formula, charge and spin**: 73.6 kcal/mol